Entry 1:
# C6H22FN8O5Tl

A molecular structure, C6H22FN8O5Tl in a non-equilibrium geometry (ωB97M-V/def2-TZVPD, the Open Molecules 2025 dataset).

Atoms and positions in Å:
Tl  -2.9912  -0.1040  -0.5906
F  -0.7573  -0.2973  0.0213
C  3.3809  -0.0391  0.2178
C  1.9796  0.0442  -0.2925
O  1.1553  -1.0544  -0.0017
H  3.4425  -0.5909  1.1558
H  3.7996  0.9649  0.1493
H  3.9386  -0.7117  -0.4338
H  1.9488  0.3110  -1.3488
H  1.5009  0.9217  0.1420
H  0.2355  -0.8973  -0.2271
C  0.7388  0.5178  2.5578
O  0.6209  0.6907  3.7659
N  0.2582  1.3609  1.6792
N  1.3661  -0.5552  2.1840
H  0.0702  1.0657  0.7318
H  -0.1988  2.2042  1.9954
H  1.0674  -0.7639  1.2420
H  1.4291  -1.3038  2.8591
C  -1.1203  -0.8761  -2.8594
O  -2.2481  -0.6363  -2.5171
N  -0.7981  -1.0933  -4.0542
N  -0.1352  -0.8909  -2.0058
H  0.1443  -1.2418  -4.3859
H  -1.5521  -1.1010  -4.7261
H  0.7724  -1.0267  -2.4275
H  -0.2366  -0.6984  -1.0195
C  -1.0289  2.3306  -1.2599
O  -2.0902  1.8122  -1.2959
N  -0.7648  3.6334  -1.3289
N  0.0807  1.6435  -1.3550
H  -1.5006  4.3214  -1.2564
H  0.1822  3.9294  -1.1400
H  -0.0211  0.6466  -1.2288
H  1.0100  2.0354  -1.2996
C  -2.0507  -1.5436  1.9834
O  -2.7655  -0.7987  1.3663
N  -2.3983  -2.2880  3.0280
N  -0.7955  -1.6617  1.6789
H  -1.7032  -2.8558  3.4910
H  -3.2937  -2.2886  3.4954
H  -0.2028  -1.9639  2.4388
H  -0.4689  -1.1511  0.8710

Computed properties:
- F_max (eV/A) = 9.3
- orbital gap (eV) = 2.78
- LUMO level (eV) = -11.675
- charge = +2
- relative energy (zero: lowest compared OMol25 entry of this formula, charge and spin) (kcal per mole) = 192.6


Entry 2:
# C4H12NP

2 unconnected molecules or ions with the total composition C4H12NP in a non-equilibrium geometry (ωB97M-V/def2-TZVPD, the Open Molecules 2025 dataset).

Atoms and positions in Å:
C  -1.5424  -1.0137  1.4825
P  -1.7830  0.2913  0.2083
C  -1.4218  -0.4664  -1.3999
N  -0.9061  1.5145  0.7070
H  -2.3171  -1.7355  1.6439
H  -1.3249  -0.4775  2.3815
H  -0.5559  -1.3861  1.0827
H  -3.3275  0.2566  0.1825
H  -1.4249  0.2558  -2.2152
H  -1.6970  -1.4736  -1.3498
H  -0.2828  -0.5575  -1.3518
H  -0.5645  2.2144  0.0383
C  2.9184  0.8154  -0.8326
C  2.9214  0.1480  0.2960
H  2.7114  1.8372  -1.0197
H  2.9708  0.1609  -1.6674
H  2.8791  -0.9690  0.4947
H  2.7468  0.5851  1.3191

Computed properties:
- F_max (eV/A) = 4.3
- orbital gap (eV) = 9.61
- LUMO level (eV) = 0.939
- SMILES = C[PH](C)=N.C=C
- relative energy (zero: lowest compared OMol25 entry of this formula, charge and spin) (kcal per mole) = 66.7


Entry 3:
# CHNO3S

2 unconnected molecules or ions with the total composition CHNO3S in a non-equilibrium geometry (ωB97M-V/def2-TZVPD, the Open Molecules 2025 dataset).

Atoms and positions in Å:
O  3.7395  -0.5453  -1.3508
S  3.0837  -0.2231  -0.1162
O  3.0801  1.1256  0.3404
O  2.3859  -1.1928  0.6653
C  0.0952  2.0945  0.8334
N  -0.2725  1.4008  -0.0079
H  0.7052  2.8295  1.3664

Computed properties:
- F_max (eV/A) = 1.4
- orbital gap (eV) = 11.68
- LUMO level (eV) = -0.762
- SMILES = O=S(=O)=O.C#N
- relative energy (zero: lowest compared OMol25 entry of this formula, charge and spin) (kcal per mole) = 41.9


Entry 4:
# C6H15O

2 unconnected molecules or ions with the total composition C6H15O (ωB97M-V/def2-TZVPD, the Open Molecules 2025 dataset).

Atoms and positions in Å:
C  -0.9819  0.7992  1.4170
C  -0.8624  -0.6656  1.0089
C  0.3743  -1.2803  1.6505
C  -2.1261  -1.4532  1.3131
H  -1.8515  1.2789  0.9721
H  -1.0423  0.9237  2.5036
H  -0.0956  1.3245  1.0586
H  -0.6551  -0.6414  -0.0617
H  0.4718  -2.3366  1.3930
H  0.3465  -1.2076  2.7420
H  1.2343  -0.7573  1.2427
H  -3.0004  -1.0191  0.8191
H  -2.0247  -2.4943  0.9781
H  -2.3197  -1.4907  2.3866
C  1.8706  0.6284  -1.9276
O  1.0480  0.4340  -0.8762
C  1.2883  1.6206  -2.9510
H  2.0950  -0.3158  -2.4817
H  2.8800  1.0271  -1.6409
H  1.9499  1.8586  -3.7953
H  1.0630  2.5450  -2.4257
H  0.3381  1.2220  -3.3252

Computed properties:
- F_max (eV/A) = 0.3
- orbital gap (eV) = 6.44
- LUMO level (eV) = 3.945
- charge = -1
- relative energy (zero: lowest compared OMol25 entry of this formula, charge and spin) (kcal per mole) = 0.0


Question: Which of these has the highest orbital gap?
Answer: CHNO3S


Question: Look up the F_max of the fourth one.
Answer: 0.3 eV/A


Question: Among the records above, which one has the lowest orbital gap?
Answer: C6H22FN8O5Tl